The following is a quantum chemistry calculation of a molecular structure, C16H36As2CsF12P, from the Open Molecules 2025 dataset.

Structure (XYZ):
```
68
Properties=species:S:1:pos:R:3:forces:R:3
Cs 1.395 -3.577 2.312 0.4 -0.3 0.3
C -3.413 0.467 -4.643 1.0 0.9 -0.2
C -2.674 0.807 -3.300 0.0 -0.1 -1.2
C -2.267 2.299 -3.131 -1.7 0.6 1.2
C -1.872 2.730 -1.689 1.6 -0.9 -0.7
P -0.405 1.862 -0.995 -0.1 -2.5 -2.3
C -0.686 0.080 -0.340 0.5 2.7 -1.1
C -1.523 0.213 0.888 0.2 -2.0 1.1
C -1.653 -1.216 1.545 0.0 0.6 -1.0
C -2.135 -1.261 2.966 -0.6 -0.4 -0.1
C 1.052 1.852 -2.132 -1.1 -0.3 -0.2
C 2.333 1.364 -1.395 -0.9 -1.0 0.8
C 3.413 0.864 -2.324 0.1 1.1 -0.5
C 4.760 0.537 -1.732 0.8 0.0 0.6
C 0.164 2.791 0.289 0.7 2.5 3.6
C -0.917 3.536 1.113 0.4 0.6 1.8
C -0.388 4.157 2.472 -0.3 -1.1 -0.5
C -1.549 4.662 3.323 0.4 2.1 -0.4
H -4.241 1.138 -4.872 -0.1 0.1 0.4
H -3.788 -0.545 -4.794 0.2 -0.1 0.6
H -2.689 0.635 -5.441 0.0 0.0 -0.2
H -1.689 0.341 -3.295 0.0 -0.6 -0.3
H -3.225 0.263 -2.532 -0.1 0.9 0.7
H -3.035 3.069 -3.208 -1.0 -0.6 -0.8
H -1.602 2.665 -3.913 0.6 -0.6 0.2
H -2.697 2.676 -0.978 0.0 -0.2 -0.1
H -1.553 3.771 -1.741 0.0 0.1 0.2
H 0.333 -0.220 -0.095 -0.2 -0.5 -0.3
H -1.167 -0.451 -1.161 0.3 -0.4 0.2
H -2.448 0.707 0.589 -0.4 -0.2 0.6
H -0.992 0.749 1.675 -0.1 0.7 -0.2
H -0.678 -1.699 1.615 0.5 0.6 -0.5
H -2.144 -1.934 0.888 -0.6 0.3 0.1
H -1.607 -0.557 3.611 0.1 -0.1 0.1
H -1.919 -2.291 3.249 -0.2 0.1 0.7
H -3.209 -1.112 3.071 0.0 0.1 0.0
H 1.041 2.820 -2.633 0.7 0.6 0.6
H 0.758 1.278 -3.011 0.3 -0.9 0.1
H 2.089 0.491 -0.789 -0.5 0.0 0.3
H 2.672 2.098 -0.664 0.2 0.3 -0.3
H 3.442 1.765 -2.938 0.8 -0.6 -1.2
H 3.083 -0.046 -2.825 -0.4 0.4 -0.5
H 4.663 -0.184 -0.920 0.0 0.0 0.2
H 5.328 1.393 -1.367 -0.3 0.2 0.3
H 5.471 0.077 -2.418 -0.4 -0.1 -0.4
H 0.922 3.529 0.027 -0.2 0.2 -0.7
H 0.781 2.176 0.945 -0.3 -0.4 0.3
H -1.779 2.929 1.392 0.1 -0.3 -0.3
H -1.317 4.410 0.599 0.0 -0.2 -0.5
H 0.365 4.897 2.203 -0.2 0.4 0.2
H 0.140 3.460 3.122 0.2 -0.6 -0.5
H -1.212 5.020 4.296 0.0 -1.0 0.4
H -2.441 4.036 3.341 0.3 -0.2 0.2
H -1.837 5.652 2.969 -0.6 0.0 -0.7
As -0.971 -4.718 -0.494 -1.2 -4.2 -1.5
F -2.150 -6.151 -0.523 1.7 2.0 0.0
F -0.073 -5.708 -1.812 -0.9 2.3 2.3
F 0.175 -3.321 -0.466 -0.9 -1.0 0.1
F -1.970 -4.162 0.838 0.3 1.0 -0.6
F -0.027 -5.451 0.862 -0.2 0.3 -1.6
F -1.922 -3.884 -1.734 0.9 -0.3 1.2
As 4.192 -5.982 3.731 2.1 -1.0 0.8
F 5.328 -7.061 2.888 -1.3 0.7 0.7
F 5.402 -4.628 3.448 -1.8 -1.3 0.4
F 3.146 -4.822 4.638 0.4 -0.6 -1.2
F 2.950 -7.268 3.987 1.4 1.6 -0.4
F 5.001 -6.405 5.277 -1.0 0.6 -1.5
F 3.465 -5.616 2.134 0.0 0.2 1.2
```
Positions in Å, forces in eV/Å.

Results
HOMO level	-11.473	eV
LUMO energy	-0.034	Eh
total charge	0
orbital gap	10.548	eV
ΔE to the lowest compared entry with this formula, charge and spin	85.1	kcal/mol

The following is a quantum chemistry calculation of a molecular structure, C26H37F15KO16PbV, from the Open Molecules 2025 dataset.

Structure (XYZ):
```
97
Properties=species:S:1:pos:R:3:forces:R:3
Pb 4.008 0.917 -2.332 -1.8 1.5 3.7
K 1.158 3.616 3.718 0.6 -0.5 -1.1
V 2.781 2.131 0.730 0.8 0.0 0.9
O 4.785 1.232 0.202 -1.7 0.8 0.3
C 5.288 0.625 1.397 0.1 -0.7 0.5
C 4.228 0.270 2.536 -0.8 0.0 -1.7
O 3.149 1.182 2.633 0.1 1.2 -2.1
H 6.084 1.158 1.918 0.0 1.2 -0.4
H 5.845 -0.255 1.075 -0.3 -0.7 0.2
H 4.650 0.066 3.520 0.7 0.5 0.1
H 3.826 -0.705 2.261 -0.3 -0.4 -0.3
O 3.245 4.149 1.442 -0.9 -0.9 -2.1
C 3.507 5.066 0.356 0.4 -0.7 0.6
C 3.474 4.504 -1.110 1.6 -0.9 -0.2
O 3.052 3.152 -1.315 -0.5 -1.0 1.1
H 4.503 5.493 0.471 0.7 -0.5 0.2
H 2.982 6.021 0.382 -1.3 -0.2 0.3
H 4.508 4.532 -1.453 0.5 0.0 0.1
H 3.049 5.215 -1.818 -1.0 0.0 0.0
O 2.066 0.420 -0.602 1.0 2.2 0.3
C 0.725 0.229 -0.220 -0.3 0.0 1.4
C -0.117 1.453 0.431 1.9 0.5 -1.0
O 0.621 2.372 1.228 1.2 -1.1 -0.7
H 0.751 -0.504 0.586 0.0 -0.5 0.3
H 0.178 -0.256 -1.028 -0.5 0.2 -0.3
H -0.974 1.060 0.979 -0.1 -0.4 0.1
H -0.498 1.982 -0.442 -0.5 0.4 -0.4
C -2.285 -2.004 2.082 0.5 0.2 0.0
C -1.219 -1.687 3.118 0.9 -0.4 -0.9
O -1.619 -2.163 4.403 -0.4 -0.4 1.9
C -1.140 -3.323 4.856 2.4 -1.5 -4.0
O -0.367 -4.017 4.153 -2.4 1.5 3.0
C -1.610 -3.759 6.270 0.2 -0.8 0.9
F -2.115 -5.029 6.299 0.4 1.3 -0.6
F -0.559 -3.760 7.113 0.0 0.0 -0.5
F -2.507 -2.939 6.799 -0.3 0.1 -0.4
H -2.010 -2.995 1.722 -0.6 -0.1 -0.1
H -2.180 -1.328 1.234 -0.2 0.0 0.0
H -3.300 -1.987 2.480 0.1 0.1 -0.1
H -0.854 -0.666 3.222 -0.7 0.2 0.2
H -0.347 -2.237 2.763 0.2 0.0 0.5
C 2.226 -4.406 0.350 -0.1 0.1 1.2
C 3.034 -3.241 0.954 -0.8 -0.3 -1.5
O 4.387 -3.724 1.145 2.1 0.8 -1.0
C 5.355 -3.300 0.275 -3.7 2.8 -2.1
O 5.175 -2.457 -0.633 0.7 -2.8 2.7
C 6.737 -3.829 0.503 2.7 -0.8 0.0
F 7.382 -2.919 1.276 -0.4 -0.7 -0.1
F 6.843 -5.060 1.075 -0.5 1.4 -0.4
F 7.457 -3.890 -0.665 -1.1 0.0 1.1
H 1.286 -4.001 -0.025 0.0 -0.2 -0.1
H 2.011 -5.147 1.120 -0.2 0.0 0.0
H 2.764 -4.945 -0.429 0.1 0.4 -0.2
H 2.647 -2.804 1.875 0.3 -0.7 0.3
H 2.918 -2.423 0.243 1.0 0.2 -0.1
C -4.221 0.760 -3.208 -0.2 0.0 0.3
C -2.759 0.601 -2.840 0.1 1.6 -0.2
O -2.272 -0.674 -3.173 0.6 -1.6 0.8
C -2.369 -1.610 -2.229 -2.5 1.6 3.0
O -2.936 -1.513 -1.129 1.6 0.1 -2.8
C -1.796 -2.919 -2.614 0.8 -1.9 -2.0
F -0.792 -3.306 -1.866 0.8 0.2 1.3
F -2.687 -3.902 -2.597 -0.9 0.0 0.4
F -1.321 -2.895 -3.865 0.1 0.4 -0.6
H -4.474 1.816 -3.105 -0.2 0.0 -0.1
H -4.864 0.174 -2.551 0.1 0.1 0.3
H -4.504 0.420 -4.204 0.6 0.2 -0.2
H -2.512 0.909 -1.825 -0.5 -0.7 0.5
H -2.080 1.289 -3.343 -0.4 0.0 -0.8
C -1.093 4.335 -2.847 -0.9 -0.3 -0.6
C 0.204 3.620 -3.260 -1.1 2.8 1.4
O -0.131 2.626 -4.238 -0.7 0.8 0.8
C 0.676 1.672 -4.505 4.9 0.5 3.1
O 1.819 1.543 -3.953 -3.6 -0.3 -2.2
C 0.129 0.833 -5.624 0.1 0.3 1.1
F 0.912 0.977 -6.631 1.6 0.4 -2.5
F 0.110 -0.419 -5.299 -0.3 -2.0 0.6
F -1.071 1.245 -5.936 -1.5 0.0 -0.6
H -1.702 3.715 -2.190 0.0 0.0 0.1
H -1.714 4.594 -3.705 0.0 -0.3 -0.3
H -0.980 5.317 -2.387 0.7 -0.3 0.4
H 0.647 3.357 -2.299 0.7 -1.2 -0.6
H 0.781 4.439 -3.687 0.6 -0.7 -0.5
C -4.106 2.457 0.145 -0.6 -1.0 0.4
C -4.717 1.016 0.141 0.4 0.2 -0.5
O -5.117 0.505 1.464 -0.6 0.0 0.0
C -5.881 -0.605 1.514 0.2 -1.2 -4.9
O -6.070 -1.360 0.518 0.4 2.7 4.0
C -6.538 -0.863 2.895 0.0 -0.2 -1.4
F -7.856 -0.882 2.837 -1.1 1.0 -0.5
F -6.246 -2.077 3.255 1.4 -1.7 0.9
F -6.146 0.016 3.776 0.3 0.6 0.9
H -4.703 3.262 0.572 -0.2 -0.4 0.4
H -3.994 2.770 -0.893 0.2 -0.3 -0.1
H -3.126 2.401 0.619 0.0 0.3 0.0
H -3.947 0.374 -0.286 0.0 -0.3 0.5
H -5.535 0.894 -0.568 -0.4 0.3 0.4
```
Positions in Å, forces in eV/Å.

Results
multiplicity	3
HOMO level (spin up / spin down)	-7.415 / -7.717	eV
LUMO energy (spin up / spin down)	-0.036 / -0.037	Eh
total charge	0
orbital gap (spin up / spin down)	6.426 / 6.718	eV

The following is a quantum chemistry calculation of a molecular structure, C31H35AsClFeO4PSSbSe, from the Open Molecules 2025 dataset.

Structure (XYZ):
```
77
Properties=species:S:1:pos:R:3:forces:R:3
Fe -0.864 1.914 -1.964 -0.7 0.4 0.1
C -2.779 6.816 -3.216 0.1 0.0 0.0
Sb -2.928 4.658 -2.471 0.1 -0.2 -0.2
C -2.505 4.036 -4.510 0.0 0.1 0.0
C -0.856 4.850 -1.834 -0.1 0.0 0.0
H -1.804 7.034 -3.670 -0.1 0.0 0.0
H -2.949 7.523 -2.395 0.0 0.0 0.0
H -3.559 6.984 -3.971 0.0 0.0 0.0
H -1.698 4.642 -4.935 -0.1 0.0 0.0
H -3.397 4.141 -5.136 0.0 0.0 0.0
H -2.204 2.993 -4.476 0.0 0.0 0.0
H -0.201 4.898 -2.706 0.0 0.0 0.0
H -0.586 3.984 -1.218 0.1 0.1 0.2
H -0.717 5.744 -1.222 0.0 0.0 0.0
S 0.615 1.905 -4.063 0.7 -0.1 -0.1
C 0.848 1.146 -2.627 0.4 -0.1 -1.0
O -4.682 1.645 1.536 -0.1 0.1 -0.2
Se -3.773 1.808 0.185 -0.1 0.1 0.6
O -2.817 3.501 0.647 0.1 -0.3 0.5
O -2.551 2.325 -2.069 0.0 0.2 -0.3
O -2.544 0.733 0.423 0.0 0.0 -0.1
C 0.019 -0.518 1.398 0.1 0.0 -0.2
C -1.246 -1.262 1.817 0.3 0.1 0.1
As -0.960 -2.809 3.008 -0.1 0.0 -0.1
C 0.115 -3.901 1.778 0.1 -0.2 0.1
C -0.575 -4.856 1.031 0.0 0.1 0.0
C 0.085 -5.699 0.149 0.0 0.0 0.0
C 1.461 -5.604 0.002 0.0 0.0 0.1
C 2.163 -4.658 0.736 0.0 0.0 0.0
C 1.496 -3.816 1.618 0.0 0.0 -0.1
C 0.479 -2.209 4.192 0.0 0.0 0.1
C 1.352 -3.152 4.734 0.0 0.0 0.0
C 2.345 -2.777 5.628 0.0 0.0 0.0
C 2.471 -1.447 6.014 0.0 -0.1 0.0
C 1.578 -0.508 5.521 0.0 0.0 0.0
C 0.586 -0.890 4.626 -0.1 0.1 -0.1
P -0.006 0.295 -0.298 0.0 -0.5 0.9
C 1.808 0.314 -0.605 -0.1 0.4 -0.6
C 2.751 0.699 0.307 0.0 -0.4 0.1
C 4.012 1.196 -0.082 -0.1 0.1 0.0
C 4.275 1.461 -1.453 0.0 -0.1 0.1
C 3.386 1.130 -2.418 -0.1 -0.1 -0.1
C 2.086 0.456 -2.099 0.1 0.4 0.4
C -0.504 -1.162 -1.315 0.0 0.0 -0.2
C 0.283 -2.307 -1.398 0.0 0.0 -0.1
C -0.073 -3.348 -2.248 0.1 -0.1 0.0
C -1.232 -3.270 -3.006 0.0 0.1 0.0
C -2.031 -2.135 -2.923 0.1 0.0 0.0
C -1.663 -1.087 -2.092 -0.1 0.1 0.2
H 0.877 -1.198 1.368 0.0 0.0 0.1
H 0.254 0.285 2.099 0.0 -0.1 0.1
H -1.743 -1.683 0.941 -0.1 -0.1 0.1
H -1.970 -0.592 2.273 -0.1 0.0 0.0
H -1.652 -4.925 1.141 0.0 -0.1 0.0
H -0.476 -6.420 -0.434 0.0 0.0 0.0
H 1.983 -6.260 -0.685 0.0 0.0 0.0
H 3.237 -4.566 0.615 0.0 0.0 0.0
H 2.063 -3.079 2.174 0.0 0.0 0.0
H 1.259 -4.191 4.439 0.1 0.0 0.0
H 3.024 -3.523 6.025 0.0 0.0 0.0
H 3.254 -1.150 6.701 0.0 0.0 0.0
H 1.656 0.526 5.832 0.0 0.0 0.0
H -0.116 -0.148 4.262 0.0 0.0 0.0
H 2.520 0.633 1.367 0.0 0.1 0.0
H 4.737 1.471 0.673 0.0 0.0 0.0
H 5.202 1.959 -1.718 0.0 0.0 0.0
H 3.563 1.362 -3.462 0.0 0.0 0.0
H 2.077 -0.540 -2.572 -0.1 -0.1 0.0
H 1.196 -2.378 -0.814 0.0 0.0 0.0
H 0.557 -4.228 -2.312 0.0 0.1 0.0
H -1.503 -4.082 -3.671 0.0 0.0 0.0
H -2.929 -2.055 -3.523 0.0 0.0 0.0
H -2.281 -0.193 -2.024 0.0 0.0 0.0
Cl -2.664 3.723 3.360 0.0 0.1 0.2
C -1.948 3.370 1.659 0.1 -0.1 -0.7
H -1.143 4.105 1.597 -0.1 0.1 0.0
H -1.540 2.359 1.757 -0.1 0.0 0.1
```
Positions in Å, forces in eV/Å.

Results
multiplicity	6
HOMO level (spin up / spin down)	-0.908 / -1.582	eV
LUMO energy (spin up / spin down)	0.144 / 0.140	Eh
total charge	-2
orbital gap (spin up / spin down)	4.826 / 5.404	eV
ΔE to the lowest compared entry with this formula, charge and spin	65.8	kcal/mol

In the order shown, the computed M values come out to 770.2 1187.8 901.6 g mol⁻¹.